This record from OMol25 describes a 6-piece molecular cluster, C5H24N2O6 overall in a non-equilibrium geometry. The level of theory is wB97M-V/def2-TZVPD.

Results
molar mass: 208.25 g/mol
Kohn-Sham gap: 9.413 eV
HOMO energy: -9.1 eV
E_LUMO: 0.35 eV
energy above the lowest of the compared OMol25 structures with the same formula, charge and spin: 199.86 kJ/mol
SMILES: NCCC[C@H](N)CO.O.O.O.O.O

Structure (XYZ):
```
37
Properties=species:S:1:pos:R:3:forces:R:3
H -1.331 2.002 -3.179 -0.52 -0.06 0.54
H 1.937 -1.250 3.442 0.01 -0.77 -0.12
H -1.473 -0.939 -3.421 -0.78 0.69 1.21
H -1.753 2.592 -0.928 -0.74 -0.32 -0.33
O 0.019 -2.886 1.197 0.59 -0.46 -0.74
C 0.146 -2.078 -2.034 -0.09 -0.21 -0.16
H -3.735 0.502 -0.313 -0.05 1.01 0.18
H 1.225 -2.012 2.269 0.72 -0.18 0.34
H 1.593 0.296 -0.843 -0.15 0.33 1.03
H 0.303 -2.340 -3.082 0.45 0.16 -0.12
H 0.903 2.722 2.843 -0.11 -0.56 -0.88
N 1.224 0.080 -1.732 -0.17 0.56 -2.89
O 2.106 0.956 2.289 0.81 -0.44 -0.67
H -1.712 0.907 -0.462 0.56 0.76 -1.10
N -3.616 1.399 -0.790 0.70 1.20 -1.14
C -1.015 -0.052 -2.900 0.68 -1.24 -0.96
H 0.449 -2.793 0.289 -0.50 0.05 0.82
H 1.190 0.915 -2.329 0.42 -0.48 0.60
O 1.131 -2.661 -1.191 0.07 -0.50 0.36
H 0.805 4.114 3.112 -0.27 0.65 -0.55
H 1.776 0.570 4.022 -0.08 0.19 -0.09
C -0.076 -0.612 -1.820 0.53 1.14 2.60
H -0.384 0.147 -3.787 0.35 0.51 0.52
H -0.418 -0.481 -0.728 -0.56 -0.55 -1.69
O 2.112 -1.857 2.690 -0.72 0.74 -0.21
H 1.977 -2.200 -1.071 -0.59 0.44 -0.80
H 0.545 0.175 4.866 0.24 -0.05 -0.01
O 1.502 0.057 4.799 -0.24 -0.07 0.26
H -3.909 2.247 -0.305 -0.33 -0.99 0.25
O 0.661 3.524 2.357 0.35 -0.03 1.34
H 2.992 1.316 2.153 -0.17 0.42 0.10
C -1.883 1.210 -2.632 -0.46 -0.17 -1.91
H 0.309 -3.784 1.428 -0.30 0.33 0.19
C -2.177 1.609 -1.210 -0.25 -1.74 2.56
H -0.798 -2.530 -1.766 -0.19 -0.57 0.20
H -2.872 1.093 -3.189 1.24 0.18 0.78
H 2.247 0.040 1.955 -0.46 0.06 0.48
```
Forces are in eV/Å.

Here are the natural (NBO) charges for atoms 1 to 4, given in e: 0.206, 0.487, 0.218, 0.207

---

This record from OMol25 describes C2H3O2Se as an isolated structure in a non-equilibrium geometry. The level of theory is wB97M-V/def2-TZVPD.

Results
molar mass: 138.00 g/mol
Kohn-Sham gap: 5.619 eV
HOMO energy: -1.8 eV
charge: -1
E_LUMO: 3.78 eV
energy above the lowest of the compared OMol25 structures with the same formula, charge and spin: 263.65 kJ/mol

Structure (XYZ):
```
8
Properties=species:S:1:pos:R:3:forces:R:3
C -0.693 -1.857 -0.165 -0.19 0.62 -0.22
H 1.632 0.916 -0.495 0.60 -0.58 -0.61
O 0.343 -2.082 0.328 0.78 -0.94 0.31
H 1.442 1.639 1.146 -0.31 -0.17 -0.65
H -1.352 1.488 -0.686 -0.09 -1.41 1.22
Se -0.619 0.552 0.419 -1.99 1.69 -1.42
C 0.959 1.393 0.173 1.62 1.17 1.58
O -1.711 -2.048 -0.721 -0.43 -0.37 -0.22
```
Forces are in eV/Å.

Here are the natural (NBO) charges for atoms 1 to 4, given in e: 0.961, 0.162, -0.597, 0.163

---

This record from OMol25 describes C38H40ClF25N2O12S2 as an isolated structure in a non-equilibrium geometry. The level of theory is wB97M-V/def2-TZVPD.

Results
molar mass: 1291.28 g/mol
Kohn-Sham gap: 7.377 eV
HOMO energy: -9.1 eV
E_LUMO: -1.72 eV

Structure (XYZ):
```
120
Properties=species:S:1:pos:R:3:forces:R:3
C -7.023 -5.723 0.221 -1.61 -0.88 -1.09
H -3.424 4.374 -3.463 -0.02 0.11 0.02
C 4.548 6.490 -0.731 0.30 -0.20 0.17
O -4.296 2.709 0.799 0.43 0.63 -0.21
H 9.960 3.738 -2.542 -0.01 -0.05 -0.05
C -4.616 0.302 0.777 0.37 0.00 -0.05
H 4.836 5.980 0.190 -0.16 0.03 0.00
C 10.557 2.864 -2.806 0.27 -0.16 0.16
C -3.351 -8.472 2.994 -0.43 1.01 0.63
O 2.935 4.705 2.472 0.44 0.48 -0.04
C -2.606 5.059 -3.233 -0.15 -0.22 -0.49
C -2.238 4.022 -7.517 0.57 -0.87 -1.16
H -4.114 0.235 1.745 -0.13 -0.01 0.01
H 2.163 -2.264 -1.452 0.12 -0.02 0.00
C -7.223 -8.128 3.407 -0.30 -0.05 0.03
C -3.982 -6.762 0.668 1.02 -1.11 0.67
C 1.337 3.912 4.449 -0.48 -0.66 0.07
C -2.854 4.726 -6.307 -0.09 0.79 1.13
H -2.868 5.622 -2.338 0.02 0.09 -0.15
C -4.821 -8.013 2.712 0.38 1.15 -1.45
H 9.478 2.480 -4.619 0.18 -0.26 -0.12
C -2.339 5.997 -4.392 -0.18 0.30 0.72
H -5.362 -0.491 0.710 -0.01 0.07 0.01
H -3.857 0.129 0.012 -0.12 -0.01 -0.04
C -7.687 -3.790 2.004 -0.83 2.43 1.36
H -2.221 -6.306 2.015 -1.05 0.66 -0.44
N -8.164 -8.652 4.295 3.68 0.08 -0.51
F -8.522 -4.174 3.003 0.98 -0.13 -1.33
H -4.010 -4.763 2.918 0.21 0.52 -1.09
F 0.237 -1.636 2.918 0.54 -0.05 -0.30
F -3.255 5.356 0.109 -0.23 -0.40 -0.11
O 2.286 -2.478 1.270 -0.46 0.11 0.44
C -3.547 3.020 -0.262 -1.07 -0.94 0.17
F -7.834 -6.487 -0.648 0.96 0.90 0.84
H 3.473 6.101 -2.546 0.19 -0.26 -0.12
F -6.412 -3.867 2.466 -1.26 -0.49 -0.90
H -3.389 -7.726 0.569 -0.72 0.90 0.07
C 2.731 -1.365 -1.699 -0.34 -0.13 0.09
H -3.216 6.602 -4.631 0.01 -0.20 -0.19
H -4.287 -3.962 1.276 0.70 -0.56 0.44
H 5.470 6.819 -1.216 -0.12 0.07 -0.08
F 1.646 -0.047 3.294 0.26 -0.42 -0.43
C -5.262 1.660 0.606 -0.49 -0.66 0.04
H -2.126 -8.499 4.807 0.55 0.67 -1.53
N -5.651 -9.351 4.785 -2.58 1.57 -1.58
F -2.023 4.030 1.281 -0.31 -0.27 -0.23
H 4.118 -1.521 -0.039 -0.22 -0.01 0.15
F -7.934 -2.431 1.835 0.28 -1.71 0.23
H 0.578 4.066 5.217 0.21 0.26 0.05
H 11.476 3.196 -3.292 -0.12 0.06 -0.07
C 3.421 -0.802 -0.473 0.46 -0.09 -0.68
F 10.875 -1.981 -4.864 -0.18 0.37 0.24
S -2.241 -3.200 2.324 0.18 -0.05 -0.09
H 2.737 2.371 3.866 -0.14 -0.01 -0.05
S -7.218 -9.513 5.341 0.35 0.34 -0.81
C -2.604 4.176 0.077 1.17 1.03 0.47
C 3.977 6.422 3.827 1.05 1.04 0.36
O 2.455 -0.373 0.502 -0.40 -0.05 0.71
C 10.681 -0.193 -3.307 -0.73 1.15 0.08
F 4.855 1.630 -2.769 -0.19 0.35 0.22
H -2.883 -9.276 2.375 -1.00 -0.11 1.21
O 10.598 0.843 -4.150 0.20 -0.70 -0.07
O 10.130 -0.255 -2.246 0.33 -0.47 -0.12
F 12.659 -0.822 -4.491 -0.35 0.21 0.20
H 3.998 0.080 -0.748 -0.28 0.02 0.28
F 4.579 6.301 5.024 -0.30 -0.25 -0.23
F 0.155 0.169 1.753 0.35 -0.24 -0.20
H -1.535 6.686 -4.132 0.12 -0.16 -0.28
H -1.729 4.450 -3.025 -0.01 0.15 -0.08
F -1.611 4.306 -0.815 -0.35 -0.49 0.49
H 0.837 3.986 3.482 0.24 0.11 -0.03
C -7.944 -4.459 0.599 -0.37 1.08 -1.91
C -6.614 -6.672 1.358 0.54 -1.90 2.77
C 3.033 5.256 3.529 -1.01 -0.89 0.15
F 11.937 -2.197 -3.000 -0.35 0.46 0.04
H 8.863 1.582 -3.242 0.19 -0.19 0.03
F -3.102 3.193 -8.116 -0.06 0.37 0.43
H 3.953 7.366 -0.471 -0.01 -0.06 -0.04
C 0.999 -0.712 2.318 -1.20 0.61 0.90
C 4.665 3.432 -1.222 -0.75 1.24 0.09
F 3.320 7.597 3.840 -0.19 -0.41 -0.10
C -2.683 -7.893 4.046 -0.30 -0.42 -0.31
O -4.027 4.816 -6.089 0.13 -0.32 -0.49
H -2.268 -5.441 0.456 -0.62 -0.33 0.85
F -1.161 3.287 -7.187 -0.26 0.27 0.24
C -5.179 -7.139 1.592 -0.55 -0.96 1.49
O -3.627 2.494 -1.334 0.45 0.44 0.01
C -3.542 -4.470 1.933 0.71 -1.09 0.88
F -9.278 -4.676 0.331 1.78 0.04 1.16
F 6.644 2.784 -2.402 -0.32 0.21 0.19
H -5.751 1.754 -0.365 0.25 0.13 -0.02
O -1.893 5.264 -5.546 -0.03 -0.23 -0.71
H 2.500 2.508 5.600 -0.14 0.03 0.03
H 1.242 1.766 4.594 -0.01 0.13 0.04
C 9.776 1.941 -3.719 -0.32 0.67 0.19
C 5.523 2.316 -1.821 0.99 -1.02 -0.53
F -7.624 -3.454 -0.323 0.06 -1.27 1.15
C -2.922 -5.767 1.322 0.02 0.63 -1.69
C -5.816 -8.536 3.684 -0.77 1.11 -1.26
O 2.301 4.966 4.609 0.41 0.63 -0.17
H 2.854 5.209 -1.166 0.20 -0.20 0.05
H 2.022 -0.640 -2.106 0.14 0.05 -0.02
H -2.711 -6.785 4.227 -1.06 -1.26 0.49
C 1.973 -1.322 1.309 1.02 -0.03 -1.06
O 4.587 4.463 -2.071 0.23 -0.72 -0.12
H -1.008 -3.818 2.214 -1.22 -0.12 -0.07
C -7.600 -7.225 2.280 1.20 0.18 -0.65
H -6.030 1.802 1.367 0.22 0.26 0.06
C 3.768 5.566 -1.643 -0.34 0.72 0.19
C 11.543 -1.301 -3.913 1.00 -1.11 -0.51
H 10.848 2.352 -1.887 -0.13 0.02 -0.01
H 3.461 -1.617 -2.469 0.01 0.05 0.06
H -4.228 -6.515 -0.388 -0.13 0.19 1.12
C 1.987 2.557 4.637 0.36 0.11 0.00
O 4.113 3.380 -0.163 0.35 -0.61 -0.10
F 4.953 6.532 2.915 -0.44 -0.33 0.01
Cl -9.357 -6.940 2.160 1.61 -0.31 -0.05
F -1.834 4.906 -8.449 -0.19 0.12 0.41
F -6.028 -5.220 -0.573 -0.50 -0.72 1.31
F 5.913 1.421 -0.904 -0.28 0.47 0.06
```
Forces are in eV/Å.

Here are the Löwdin charges for atoms 1 to 4, given in e: -0.328, 0.083, -0.056, 0.031

---

This record from OMol25 describes a 15-piece molecular cluster, H31O15 overall in a non-equilibrium geometry. The level of theory is wB97M-V/def2-TZVPD.

Results
molar mass: 271.23 g/mol
multiplicity: 2
Kohn-Sham gap (spin up / spin down): 9.902 / 3.040 eV
HOMO energy (spin up / spin down): -15.9 / -15.9 eV
charge: +2
E_LUMO (spin up / spin down): -6.03 / -12.89 eV
energy above the lowest of the compared OMol25 structures with the same formula, charge and spin: 0.00 kJ/mol

Structure (XYZ):
```
46
Properties=species:S:1:pos:R:3:forces:R:3
H 2.295 -2.570 -1.286 -0.26 -0.41 0.48
H 2.709 -0.990 1.885 0.02 0.21 0.65
H -1.296 -1.093 -1.203 -0.38 0.08 -0.05
H 1.270 1.824 -0.268 0.21 0.75 1.12
H -1.343 -2.586 3.325 -0.44 0.27 -0.08
H 0.115 2.138 -4.123 -0.07 0.51 -0.38
H -0.576 5.231 1.082 0.38 0.99 1.04
H -3.682 0.055 0.723 1.69 -0.13 0.23
H 1.327 0.319 -3.733 0.21 0.75 -1.02
H -2.814 -0.447 -3.807 0.10 -0.96 0.30
H -2.301 -0.560 1.358 -0.57 -0.33 0.48
O -2.484 -1.069 -3.129 -0.09 0.68 -0.22
H 4.295 -0.798 2.100 -0.52 0.14 0.09
H -1.893 2.374 1.221 0.86 1.04 0.54
O -0.431 4.477 1.647 -0.16 -2.40 -0.45
H 1.425 -2.564 0.886 0.33 -0.02 0.94
H 1.430 -0.392 -2.516 -0.27 -0.91 1.38
H 1.499 -3.875 -1.039 -0.06 0.26 0.10
H 1.041 3.146 0.542 -0.01 0.39 0.09
O -1.225 2.124 0.542 -2.06 -2.82 0.42
H 1.653 2.551 -4.162 -0.14 0.35 -0.37
O 1.499 -2.923 -0.843 0.98 -0.23 -0.53
H -2.336 -1.942 -3.517 -0.38 0.43 -0.28
O -0.491 -1.497 -1.539 1.34 0.19 0.33
O 0.172 -2.511 -4.594 0.14 0.03 0.04
H 2.082 -2.946 2.238 -0.12 0.12 -0.07
O -2.685 0.060 0.715 -0.55 -0.12 -0.89
O -1.281 -2.077 2.504 0.85 -0.41 -0.31
O 1.196 2.200 0.645 0.32 -1.26 -1.01
H -0.046 -2.461 -3.652 0.10 0.37 0.30
H 0.333 0.622 3.936 0.10 -0.35 0.12
O 1.396 -2.377 1.858 -0.60 -0.46 -0.71
O 3.586 -1.115 1.528 1.02 -0.07 -0.88
H -0.075 4.460 2.545 -0.06 1.46 -0.53
H 0.280 1.629 5.086 0.20 -0.08 0.04
H -0.410 -2.407 2.162 -0.58 0.53 0.32
O 0.985 2.004 -3.744 0.20 -1.33 0.70
O -2.448 1.245 3.131 0.64 0.50 -0.20
H -1.734 1.153 0.538 -0.15 0.51 -0.79
O 0.613 1.505 4.188 -0.49 0.35 -0.19
H -3.177 1.719 3.539 -0.11 0.06 0.25
H 0.808 -1.891 -4.976 0.04 0.04 0.12
H -0.317 1.849 0.930 0.14 1.35 -0.06
H 0.101 -1.764 -0.795 -0.89 -0.03 -0.75
H -1.635 1.630 3.505 -0.32 -0.15 0.17
O 1.787 -0.525 -3.406 -0.60 0.12 -0.50
```
Forces are in eV/Å.

Here are the natural (NBO) charges for atoms 1 to 4, given in e: 0.503, 0.488, 0.512, 0.478

---

This record from OMol25 describes a single C22H29F2N3O3S molecule in a non-equilibrium geometry. The level of theory is wB97M-V/def2-TZVPD.

Results
molar mass: 453.55 g/mol
Kohn-Sham gap: 8.881 eV
HOMO energy: -9.0 eV
E_LUMO: -0.10 eV
energy above the lowest of the compared OMol25 structures with the same formula, charge and spin: 9.55 kJ/mol
SMILES: CC(C)CCNC(=O)c1onc(CSc2ccc(F)c(F)c2)c1C(=O)NCCC(C)C

Structure (XYZ):
```
60
Properties=species:S:1:pos:R:3:forces:R:3
O 1.140 2.770 -0.306 0.26 -0.93 -0.15
H 6.847 0.038 -1.532 0.09 -0.06 -0.13
O 1.114 -0.768 -0.148 0.02 -0.14 0.04
H 5.828 1.469 -1.731 -0.05 0.09 -0.13
H -2.971 -5.168 -0.449 -0.06 -0.09 -0.09
C 5.530 0.416 0.146 -0.09 -0.02 -0.08
C -1.889 3.956 1.128 -0.49 0.33 -0.25
C -1.513 -2.834 1.672 -0.05 -0.10 -0.18
H -1.920 -3.336 2.552 0.04 0.00 0.04
H -2.457 3.397 1.870 0.19 0.16 0.00
C 6.404 0.886 -1.015 -0.04 -0.16 0.29
H -1.557 4.921 1.503 0.04 -0.01 0.08
C -0.747 3.164 0.633 0.61 -0.57 -0.11
H -1.019 -3.961 -1.585 -0.01 -0.04 -0.13
H -5.818 0.379 0.327 -0.08 -0.10 0.04
C -4.632 2.149 0.041 -0.04 -0.08 -0.15
C -3.549 2.697 -0.627 0.01 0.56 0.02
H 6.184 -0.075 0.878 -0.04 0.03 -0.04
H 2.801 1.686 -1.147 -0.14 -0.08 0.03
O -2.519 1.203 1.878 0.06 0.06 0.14
H 3.926 -0.956 0.580 -0.02 -0.10 0.01
H -0.081 -2.775 -0.679 0.11 0.06 -0.08
F -4.587 -1.211 -1.294 0.12 0.10 -0.06
H -1.992 2.378 -2.077 0.09 0.01 -0.05
C -4.989 0.834 -0.190 0.09 -0.09 -0.15
H -2.635 -1.130 2.424 0.01 -0.09 -0.16
H -5.181 2.746 0.750 -0.04 0.05 0.09
H 7.208 1.517 -0.643 0.10 0.10 -0.04
H -3.144 -1.684 0.831 -0.07 0.01 0.07
N 0.296 3.738 0.095 -0.60 0.94 0.35
F -2.458 -0.110 -2.622 -0.16 -0.03 0.13
C -1.598 0.788 1.184 0.04 -0.21 -0.11
N 2.577 0.711 -1.026 0.09 0.31 -0.13
H 4.402 2.279 0.136 -0.06 0.13 -0.03
H 5.076 -1.534 -0.622 0.00 -0.08 0.01
H -0.467 -2.600 1.883 0.04 0.00 0.11
H -3.361 -4.802 1.231 -0.10 -0.07 0.09
H 4.142 1.281 1.571 -0.11 0.04 0.10
C -2.984 -4.381 0.302 0.27 -0.01 0.08
H 4.092 0.087 -2.286 -0.07 -0.03 -0.03
C -4.255 0.076 -1.085 0.03 0.06 0.00
C -1.577 -3.817 0.492 -0.05 0.03 0.04
S -3.025 4.364 -0.264 -0.02 -0.22 0.13
C -0.607 1.734 0.598 0.95 0.19 -0.30
H -3.674 -3.613 -0.036 -0.13 0.10 -0.05
C 3.552 -0.282 -1.415 0.17 -0.47 0.19
C -2.270 -1.523 1.469 -0.21 0.02 0.28
N -1.424 -0.502 0.886 0.07 -0.40 -0.03
C 1.445 0.385 -0.389 0.24 0.27 -0.21
C 0.618 1.558 -0.016 -1.06 0.35 0.57
C 4.882 1.610 0.846 0.19 -0.22 0.03
C -3.176 0.631 -1.760 -0.05 0.00 0.01
H -1.745 -2.421 -1.156 -0.11 0.19 -0.10
H 2.995 -1.181 -1.695 0.11 0.13 -0.10
H 5.640 2.185 1.374 0.04 0.12 0.04
C -1.073 -3.200 -0.809 0.07 -0.24 0.23
H -0.914 -4.652 0.751 -0.03 0.05 -0.01
H -0.583 -0.808 0.399 -0.02 0.27 0.03
C 4.519 -0.657 -0.286 0.02 0.17 -0.08
C -2.824 1.949 -1.540 -0.18 -0.29 -0.11
```
Forces are in eV/Å.

Here are the natural (NBO) charges for atoms 1 to 4, given in e: -0.275, 0.209, -0.639, 0.193

---

What did the second record say?
This record from OMol25 describes C2H3O2Se as an isolated structure in a non-equilibrium geometry. The level of theory is wB97M-V/def2-TZVPD.

Results
molar mass: 138.00 g/mol
Kohn-Sham gap: 5.619 eV
HOMO energy: -1.8 eV
charge: -1
E_LUMO: 3.78 eV
energy above the lowest of the compared OMol25 structures with the same formula, charge and spin: 263.65 kJ/mol

Structure (XYZ):
```
8
Properties=species:S:1:pos:R:3:forces:R:3
C -0.693 -1.857 -0.165 -0.19 0.62 -0.22
H 1.632 0.916 -0.495 0.60 -0.58 -0.61
O 0.343 -2.082 0.328 0.78 -0.94 0.31
H 1.442 1.639 1.146 -0.31 -0.17 -0.65
H -1.352 1.488 -0.686 -0.09 -1.41 1.22
Se -0.619 0.552 0.419 -1.99 1.69 -1.42
C 0.959 1.393 0.173 1.62 1.17 1.58
O -1.711 -2.048 -0.721 -0.43 -0.37 -0.22
```
Forces are in eV/Å.

Here are the natural (NBO) charges for atoms 1 to 4, given in e: 0.961, 0.162, -0.597, 0.163

---

Which of these has the highest molar mass? C38H40ClF25N2O12S2

---

Which of these has the highest molar mass? C38H40ClF25N2O12S2

---

Among the records above, which one has the highest molar mass? C38H40ClF25N2O12S2